1.
Entry from OMol25: 2 unconnected molecules or ions with the total composition C4H12Si2 (the ωB97M-V functional and the def2-TZVPD basis).

Results
Orbital gap (alpha / beta) (eV): 8.68 / 4.81
ΔE to the lowest compared entry with this formula, charge and spin (eV): 4.675

CARTESIAN COORDINATES (ANGSTROEM)
1 C -2.28 0.63 -1.23
2 C -2.57 -0.61 -1.63
3 C 2.05 1.29 2.77
4 C 1.20 -0.77 0.64
5 Si -1.98 -1.41 -3.21
6 Si 1.79 1.02 0.88
7 H -2.70 1.01 -0.28
8 H -1.57 1.13 -1.92
9 H -3.18 -1.16 -1.04
10 H 1.17 1.43 3.28
11 H 2.55 0.50 3.19
12 H 2.73 2.02 2.92
13 H 0.42 -0.87 -0.12
14 H 1.96 -1.42 0.28
15 H 0.91 -1.17 1.54
16 H -0.63 -0.95 -3.45
17 H -1.65 -2.84 -2.64
18 H 1.78 2.17 0.02



2.
Entry from OMol25: 2 unconnected molecules or ions with the total composition C4H13BN2O4 (the ωB97M-V functional and the def2-TZVPD basis).

Results
Orbital gap (eV): 9.22

CARTESIAN COORDINATES (ANGSTROEM)
1 C 2.25 -1.42 -0.65
2 O 1.64 -0.93 -1.84
3 C 0.89 0.20 -1.69
4 N -0.36 0.01 -0.88
5 B -1.30 -1.11 -1.27
6 N -2.53 -1.24 -0.51
7 O -1.03 -1.91 -2.29
8 H 3.31 -1.27 -0.68
9 H 1.86 -0.98 0.24
10 H 2.07 -2.48 -0.61
11 H 1.46 0.99 -1.21
12 H 0.60 0.59 -2.65
13 H -0.09 -0.03 0.20
14 H -0.90 0.87 -0.94
15 H -2.37 -0.99 0.46
16 H -3.21 -0.56 -0.83
17 H -1.30 -2.80 -2.05
18 C 0.03 2.29 2.94
19 C -0.39 1.34 1.83
20 O -1.46 1.51 1.23
21 O 0.39 0.37 1.56
22 H -0.71 3.06 3.08
23 H 0.16 1.74 3.87
24 H 0.99 2.75 2.68



3.
Entry from OMol25: a single C4H13IOSi2 molecule (the ωB97M-V functional and the def2-TZVPD basis).

Results
SMILES: C[SiH](C)O[Si](C)(C)I
Orbital gap (eV): 10.25
ΔE to the lowest compared entry with this formula, charge and spin (eV): 0.000

CARTESIAN COORDINATES (ANGSTROEM)
1 C -1.74 1.72 1.07
2 Si -0.98 1.06 -0.48
3 C -2.36 0.69 -1.81
4 O -0.23 -0.36 -0.39
5 Si 1.19 -1.30 0.11
6 C 1.39 -1.65 1.96
7 C 2.66 -0.40 -0.64
8 I 0.93 -3.32 -1.25
9 H -2.71 1.18 1.33
10 H -1.27 1.75 2.05
11 H -2.32 2.61 0.92
12 H -0.31 2.18 -1.25
13 H -2.75 1.59 -2.14
14 H -1.73 0.36 -2.67
15 H -3.16 0.03 -1.46
16 H 1.86 -0.79 2.48
17 H 0.52 -2.03 2.48
18 H 2.21 -2.43 2.11
19 H 2.56 0.68 -0.70
20 H 3.43 -0.69 -0.05
21 H 2.81 -0.89 -1.65



The calculation returns the following DFT total energy values, one per record and in order: -738.37305; -595.62136; -1112.24615 Eh.
The calculation returns the following F_max values, one per record and in order: 3.82; 1.52; 3.93 eV/Å.